1.
Here is a molecular structure, C31H46ClGeIN6O5RbSi3 from the OMol25 dataset. Energies are from the ωB97M-V functional and the def2-TZVPD basis.

Atoms and positions in Å:
Rb: 0.7344 0.1152 -0.5855
Cl: 6.0399 3.4010 4.4021
C: 5.2158 2.5507 3.1067
C: 5.9461 2.0525 2.0621
C: 5.3264 1.3598 1.0249
I: 6.4966 0.5767 -0.5177
C: 3.9337 1.1095 0.9549
O: 3.3774 0.4393 0.0548
C: 3.1737 1.6983 2.0765
N: 1.8302 1.5374 2.0431
C: 1.1040 1.9821 3.0394
C: 1.6466 2.6387 4.1567
C: 2.9957 2.8448 4.2008
C: 3.8134 2.3810 3.1464
H: 7.0190 2.1925 2.0494
H: 0.0308 1.8332 2.9649
H: 0.9987 2.9799 4.9540
H: 3.4538 3.3588 5.0353
O: -5.4620 -4.0523 -3.4285
C: -5.3713 -4.2199 -2.1974
O: -6.0546 -4.9351 -1.4345
C: -4.2491 -3.4083 -1.4995
C: -4.0872 -3.4638 -0.1185
C: -3.1002 -2.6992 0.4702
N: -2.2769 -1.8887 -0.2047
C: -2.4155 -1.8538 -1.5363
C: -3.3786 -2.5974 -2.2118
C: -1.4074 -0.9559 -2.2372
O: -0.3633 -1.5001 -2.6508
O: -1.6545 0.2819 -2.2353
H: -4.7482 -4.0969 0.4579
H: -2.9710 -2.7129 1.5513
H: -3.4738 -2.5486 -3.2887
C: 2.2817 -1.7669 2.5191
N: 1.0393 -1.7869 1.7473
C: -0.0907 -1.7802 2.6762
N: -0.0578 -2.9334 3.5883
C: 1.2135 -2.8936 4.3140
N: 2.3792 -2.9216 3.4264
C: 2.2936 -4.1395 2.6151
N: 1.0571 -4.2164 1.8381
C: 0.9884 -3.0324 0.9711
C: -0.0738 -4.1517 2.7680
H: 2.3179 -0.8500 3.1100
H: 3.1285 -1.7659 1.8303
H: -1.0151 -1.7952 2.0970
H: -0.0527 -0.8618 3.2685
H: 1.2621 -3.7549 4.9866
H: 1.2501 -1.9792 4.9115
H: 2.3495 -5.0083 3.2774
H: 3.1439 -4.1646 1.9300
H: 0.0576 -3.0557 0.4004
H: 1.8309 -3.0490 0.2756
H: -0.0379 -5.0213 3.4300
H: -1.0021 -4.1815 2.1950
C: -0.8281 4.4903 1.4882
Si: -2.5731 3.7770 1.4727
C: -2.8066 2.6949 3.0015
C: -3.7712 5.2323 1.6175
Ge: -2.8943 2.5034 -0.4944
Si: -1.8931 3.5083 -2.3949
C: -2.7210 2.9335 -3.9748
C: -0.0517 3.1564 -2.5015
C: -2.1436 5.3846 -2.2638
Si: -5.0164 1.4835 -0.7545
C: -6.3371 2.8311 -0.5907
C: -5.1562 0.6629 -2.4255
C: -5.2819 0.2377 0.6188
H: -0.5947 4.9412 2.4577
H: -0.7105 5.2620 0.7232
H: -0.0811 3.7195 1.2909
H: -2.4714 3.2116 3.9062
H: -2.2535 1.7579 2.9112
H: -3.8594 2.4331 3.1331
H: -3.5830 5.8354 2.5114
H: -4.8047 4.8809 1.6538
H: -3.6721 5.8797 0.7428
H: -2.6522 1.8460 -4.0267
H: -2.2226 3.3602 -4.8511
H: -3.7729 3.2246 -4.0055
H: 0.0381 2.1072 -2.7924
H: 0.4666 3.3283 -1.5559
H: 0.4280 3.7756 -3.2642
H: -3.2099 5.6217 -2.2263
H: -1.7116 5.9011 -3.1271
H: -1.6800 5.7936 -1.3624
H: -6.1824 3.6192 -1.3312
H: -6.2991 3.2900 0.4004
H: -7.3406 2.4190 -0.7353
H: -5.3365 1.3923 -3.2185
H: -5.9673 -0.0700 -2.4339
H: -4.2283 0.1390 -2.6556
H: -5.1874 0.7010 1.6046
H: -4.5417 -0.5583 0.5450
H: -6.2730 -0.2180 0.5426

**Net charge**: -2
**2S+1**: 2
**M**: 987.44 g/mol

Here are the Mulliken charges for atoms 1 to 2, given in e: 0.57, -0.33

2.
Here is a molecular structure, C31H46ErNO2 from the OMol25 dataset. Energies are from the ωB97M-V functional and the def2-TZVPD basis.

Atoms and positions in Å:
O: 0.8776 -1.4705 -1.5586
C: 0.1848 -1.3706 -2.8665
C: 0.8265 -2.6016 -3.4319
H: 0.5550 -0.4233 -3.2705
H: -0.9160 -1.3948 -2.8116
C: 1.6285 -2.5737 -2.1303
H: 1.4389 -2.4540 -4.3183
H: 0.1023 -3.4258 -3.5266
C: 3.0370 -2.1692 -2.4699
H: 2.9744 -1.2419 -3.0440
H: 3.3969 -2.9352 -3.1638
H: 3.7395 -2.1149 -1.6340
C: 1.4351 -3.9238 -1.4880
H: 0.3940 -4.2415 -1.5833
H: 1.7540 -4.0509 -0.4497
H: 2.0146 -4.6295 -2.0957
Er: 0.0493 -0.4314 0.5632
C: -1.4263 -2.1995 1.5731
C: -2.3216 -1.1344 1.2248
C: -2.4549 -1.1106 -0.1951
H: -2.9082 -0.5330 1.9267
C: -1.6484 -2.1553 -0.7078
C: -0.9845 -2.7981 0.3709
H: -0.3650 -3.6927 0.2997
H: -1.1960 -2.5781 2.5701
H: -3.1689 -0.5144 -0.7724
H: -1.6821 -2.5314 -1.7307
C: 1.5838 -0.3423 2.5058
C: 1.6810 -1.6745 1.9949
C: 2.3358 -1.5960 0.7308
H: 1.3563 -2.5960 2.4797
C: 2.5963 -0.2314 0.4271
C: 2.1642 0.5495 1.5415
H: 2.3258 1.6192 1.6785
H: 1.2365 -0.0657 3.4942
H: 2.7295 -2.4562 0.1984
H: 3.1024 0.1436 -0.4615
O: 1.4475 0.1494 -4.6065
C: 1.8057 -0.8207 -5.6753
C: 1.6664 -0.1801 -7.0538
H: 1.0793 -1.6662 -5.7550
H: 2.7995 -1.2330 -5.4416
C: 0.7970 1.0654 -6.7772
H: 1.1859 -0.9374 -7.6963
H: 2.6673 0.0118 -7.4492
C: 0.6497 1.1924 -5.2342
H: -0.2023 0.9248 -7.2114
H: 1.1836 2.0160 -7.1699
H: -0.3526 1.0452 -4.8348
H: 1.0327 2.1403 -4.8761
C: -2.2591 3.9900 5.8409
C: -1.8899 2.6838 5.1953
C: -1.9117 1.5094 5.9440
C: -1.5668 0.2845 5.3704
C: -1.6228 -0.9377 6.2442
C: -1.1747 0.2479 4.0353
C: -1.1511 1.4102 3.2164
C: -1.5211 2.6306 3.8469
N: -0.7860 1.2560 1.8867
C: -0.8828 2.3867 0.9608
C: -2.3023 2.9432 0.8743
C: 0.1058 3.4978 1.3247
C: -0.5086 1.9289 -0.4560
H: -3.3186 4.0168 6.1295
H: -1.6705 4.1589 6.7517
H: -2.0779 4.8282 5.1619
H: -2.1900 1.5392 7.0002
H: -0.9245 -0.8311 7.0906
H: -2.6312 -1.0516 6.6749
H: -1.3716 -1.8604 5.7070
H: -0.8713 -0.7023 3.5868
H: -1.5290 3.5689 3.2858
H: -2.6750 3.3058 1.8306
H: -2.2674 3.7803 0.1719
H: -2.9832 2.1706 0.5049
H: 1.1281 3.1935 1.0782
H: -0.1635 4.3784 0.7367
H: 0.0733 3.7386 2.3858
H: 0.5546 1.6149 -0.5304
H: -1.1934 1.1504 -0.8459
H: -0.6255 2.8111 -1.0919

**2S+1**: 4
**M**: 631.97 g/mol

Here are the Mulliken charges for atoms 1 to 2, given in e: -0.12, -0.42

3.
Here is a molecular structure, C31H46FeN2O6P2 from the OMol25 dataset. Energies are from the ωB97M-V functional and the def2-TZVPD basis.

Atoms and positions in Å:
Fe: -0.0796 -1.5187 -3.4030
C: -0.2643 -2.8481 0.6103
C: 1.0096 -2.7582 0.0104
C: 1.0003 -1.2208 1.7191
C: -0.3068 -1.7859 1.5694
C: 1.8575 -1.8423 0.7866
C: -1.3501 -3.8191 0.2788
H: -1.0861 -4.2592 -0.6975
H: -2.3120 -3.2662 0.1577
H: -1.4748 -4.6262 0.9958
C: -1.4313 -1.5090 2.4556
H: -2.2973 -2.1299 2.1027
H: -1.7868 -0.4560 2.4030
H: -1.2669 -1.7611 3.5215
C: 1.3744 -0.5615 2.9807
H: 0.9611 -1.1534 3.8250
H: 0.9742 0.4804 3.0221
H: 2.5140 -0.5206 3.1334
C: 3.3204 -1.9249 0.8762
H: 3.4402 -2.5363 1.8094
H: 3.7730 -0.9137 1.0342
H: 3.7691 -2.4932 0.0238
C: 1.5881 -3.9234 -0.6759
H: 1.7641 -4.7416 0.0664
H: 2.5425 -3.6777 -1.1910
H: 0.9024 -4.3111 -1.4524
C: -1.4454 -0.0881 -4.7994
C: -1.4003 -1.4971 -4.8243
C: -0.4544 -2.2524 -5.7294
C: 1.0863 -1.8683 -5.5440
C: 1.5595 -1.3469 -4.2217
C: 1.2278 0.0495 -3.7526
C: 0.8235 1.0197 -4.8656
C: -0.5482 0.8096 -5.5867
H: -0.6731 -1.9754 -6.7869
H: 1.4461 -1.1355 -6.3082
H: -0.5583 -3.3386 -5.5718
H: -0.3395 0.4607 -6.6658
H: -2.3753 0.3501 -4.4470
H: -2.2423 -2.0396 -4.4016
H: -1.0580 1.7848 -5.6370
H: 0.7703 2.0277 -4.3519
H: 2.0404 0.5460 -3.1948
H: 1.6362 1.1041 -5.6551
H: 1.6767 -2.8037 -5.6272
H: 2.1661 -1.9684 -3.5880
P: -1.1649 0.1012 -0.7149
P: 1.6890 0.9538 -0.5526
C: -0.8708 1.6063 -1.7784
C: 0.5566 2.2107 -1.4181
H: -1.6030 2.3972 -1.5443
H: -0.8965 1.3603 -2.8533
H: 1.0927 2.6553 -2.2865
H: 0.4298 3.0002 -0.6576
C: 2.0858 1.8391 0.9246
H: 2.7177 1.2186 1.5423
H: 1.2081 2.0956 1.4913
H: 2.6200 2.7698 0.7213
C: 3.3706 0.8830 -1.3350
H: 3.6403 1.8455 -1.8025
H: 3.3263 0.1031 -2.1139
H: 4.1170 0.5731 -0.5963
C: -2.8651 0.5203 -0.1351
H: -3.3227 -0.3820 0.2300
H: -3.5247 0.9507 -0.8877
H: -2.7545 1.1874 0.6913
C: -1.9135 -1.1700 -1.9108
H: -1.2147 -1.9735 -2.3639
H: -2.5839 -0.6525 -2.6208
H: -2.5693 -1.6988 -1.2330
O: -1.2470 4.0376 1.9034
C: -1.0513 2.9369 2.4671
O: -0.7920 1.8168 1.8642
C: -1.2287 2.8590 3.9748
C: -1.4150 4.0355 4.7289
C: -1.4594 3.9187 6.1584
C: -1.3175 2.6765 6.8081
C: -1.1178 1.5222 6.0447
C: -1.0875 1.6068 4.6177
N: -0.8811 0.2548 6.6814
O: -0.8898 0.1878 7.9125
O: -0.6581 -0.7384 5.9451
N: -1.6390 5.1266 6.9418
O: -1.7776 6.2387 6.3532
O: -1.6513 5.0087 8.1693
H: -1.5333 5.0123 4.2444
H: -1.3449 2.6446 7.9213
H: -0.9523 0.6998 4.0641

**Net charge**: +1
**2S+1**: 6
**M**: 660.51 g/mol

Here are the Mulliken charges for atoms 1 to 2, given in e: -0.22, -0.47

| no. | total energy (eV) |
| --- | --- |
| 1 | -153505.913 |
| 2 | -66097.452 |
| 3 | -101102.933 |